Molecular formula: C32H37BaI2N3O6Sb2
Method: DFT, wB97M-V/def2-TZVPD

Structure (ORCA input):
```
! RIJCOSX wB97M-V def2-TZVPD def2/J DEFGRID3
* xyz 0 1
Ba 1.569 0.081 0.851
C -2.061 5.339 -0.364
Sb -1.072 3.481 -0.741
C -2.192 2.348 0.716
C -2.489 2.855 -2.310
C -2.019 3.133 -3.697
C -2.147 4.422 -4.217
C -1.673 4.752 -5.475
C -1.057 3.780 -6.252
C -0.932 2.494 -5.755
C -1.403 2.149 -4.488
C -1.218 0.745 -4.002
Sb 0.442 0.535 -2.616
C 1.687 2.030 -3.496
C 1.328 -1.146 -3.605
H -1.861 6.037 -1.177
H -1.663 5.739 0.566
H -3.135 5.178 -0.274
H -3.192 2.159 0.322
H -2.270 2.905 1.648
H -1.693 1.396 0.910
H -3.406 3.402 -2.085
H -2.684 1.796 -2.139
H -2.632 5.180 -3.611
H -1.785 5.761 -5.849
H -0.684 4.020 -7.239
H -0.464 1.728 -6.364
H -0.979 0.081 -4.834
H -2.108 0.356 -3.509
H 1.738 1.886 -4.574
H 2.689 1.963 -3.071
H 1.277 3.015 -3.279
H 1.476 -0.925 -4.662
H 0.682 -2.017 -3.495
H 2.282 -1.383 -3.136
O -1.766 3.923 4.347
C -0.847 3.281 3.898
C -0.461 1.872 4.273
O -1.052 1.149 5.067
C 0.660 1.498 3.416
C 1.001 2.577 2.541
O 1.889 2.519 1.634
C 0.055 3.685 2.753
O -0.066 4.687 2.070
O 1.197 0.329 3.369
I 0.677 -5.005 -1.337
C 2.369 -4.537 -0.207
C 3.251 -5.556 0.186
C 4.319 -5.282 0.994
I 5.603 -6.846 1.512
C 4.520 -3.963 1.487
C 5.542 -3.590 2.389
C 5.608 -2.311 2.861
C 4.648 -1.380 2.431
N 3.704 -1.676 1.568
C 3.626 -2.945 1.083
C 2.535 -3.205 0.159
O 1.762 -2.259 -0.229
H 3.079 -6.566 -0.160
H 6.259 -4.333 2.711
H 6.373 -2.009 3.562
H 4.656 -0.365 2.816
C -2.922 -2.753 1.204
C -1.818 -1.839 0.624
N -0.910 -1.417 1.687
C -0.171 -2.582 2.186
C -1.149 -3.688 2.631
N -2.528 -3.093 2.614
C -2.559 -1.857 3.474
C -1.649 -0.812 2.801
H -3.023 -3.689 0.657
H -3.892 -2.262 1.260
H -2.270 -0.959 0.165
H -1.235 -2.366 -0.133
H 0.460 -2.249 3.012
H 0.454 -2.960 1.382
H -0.959 -4.046 3.641
H -1.157 -4.533 1.943
H -3.186 -3.774 2.985
H -2.198 -2.144 4.461
H -3.596 -1.538 3.554
H -0.943 -0.430 3.533
H -2.240 0.022 2.425
*
```

LUMO = -0.914 eV
Energy relative to the best compared isomer or geometry (same formula, charge and spin) = 15.99 kcal/mol
Strongest force on any atom = 0.3 eV Å⁻¹



Molecular formula: C5H10O
Method: DFT, wB97M-V/def2-TZVPD

Structure (ORCA input):
```
! RIJCOSX wB97M-V def2-TZVPD def2/J DEFGRID3
* xyz 0 1
C -0.775 0.396 -1.955
C -0.239 -0.080 -0.662
C 1.027 0.649 0.003
C 1.054 0.698 1.418
C -0.527 -1.445 1.065
O -1.179 -0.571 0.139
H -1.188 -0.476 -2.478
H 0.048 0.821 -2.533
H -1.572 1.129 -1.806
H 0.489 -1.522 0.697
H 1.947 0.337 -0.508
H 0.781 1.663 -0.362
H 0.288 1.262 1.938
H 1.794 0.139 1.973
H -0.627 -1.086 2.093
H -0.977 -2.427 0.971
*
```

LUMO (spin up / spin down) = 0.580 / 0.892 eV
Energy relative to the best compared isomer or geometry (same formula, charge and spin) = 105.41 kcal/mol
Strongest force on any atom = 2.7 eV Å⁻¹



Molecular formula: C21H69N2O13S
Method: DFT, wB97M-V/def2-TZVPD

Structure (ORCA input):
```
! RIJCOSX wB97M-V def2-TZVPD def2/J DEFGRID3
* xyz 1 1
N 4.606 -1.324 1.375
C 4.214 -2.736 1.162
C 4.353 -3.088 -0.312
C 4.113 -4.550 -0.657
C 2.670 -5.036 -0.793
C 1.773 -4.914 0.448
C 0.875 -3.672 0.496
C -0.593 -3.997 0.146
N -1.199 -3.004 -0.824
C -0.760 -1.567 -0.742
S -0.752 -0.977 -2.476
C 0.621 -1.463 -0.093
O 1.333 -2.643 -0.361
H 5.049 -1.228 2.279
H 3.790 -0.727 1.408
H 3.196 -2.899 1.525
H 4.918 -3.350 1.722
H 3.755 -2.409 -0.922
H 5.395 -2.874 -0.544
H 4.566 -4.712 -1.636
H 4.665 -5.204 0.021
H 2.188 -4.582 -1.659
H 2.726 -6.102 -1.018
H 2.346 -4.998 1.367
H 1.098 -5.773 0.440
H 0.883 -3.298 1.525
H -0.683 -4.973 -0.321
H -1.209 -4.002 1.041
H -1.023 -3.317 -1.782
H -2.210 -3.037 -0.686
H -1.485 -0.963 -0.205
H 0.276 -0.128 -2.492
H 1.171 -0.635 -0.530
H 0.536 -1.277 0.981
C 1.256 -4.427 -4.785
O -0.112 -4.529 -4.385
H 1.577 -5.424 -5.073
H 1.368 -3.761 -5.642
H 1.890 -4.075 -3.968
H -0.413 -3.658 -4.126
C -3.969 0.071 0.808
O -3.938 -1.079 1.668
H -3.471 -0.227 -0.116
H -4.984 0.380 0.572
H -3.432 0.911 1.252
H -4.380 -0.846 2.488
C -5.866 2.970 -1.331
O -6.088 2.311 -0.084
H -5.948 2.231 -2.117
H -6.607 3.757 -1.486
H -4.862 3.401 -1.354
H -6.000 2.969 0.612
C -5.291 0.168 -4.427
O -4.763 1.308 -3.759
H -6.363 0.186 -4.262
H -5.085 0.172 -5.501
H -4.889 -0.749 -3.989
H -3.809 1.320 -3.861
C 8.154 -3.926 -1.761
O 7.336 -4.307 -0.660
H 7.508 -3.837 -2.632
H 8.639 -2.963 -1.583
H 8.920 -4.677 -1.967
H 7.910 -4.387 0.110
C -5.030 6.448 -1.317
O -5.272 5.763 -0.086
H -5.119 5.717 -2.116
H -5.765 7.239 -1.479
H -4.028 6.882 -1.340
H -5.202 6.409 0.624
C -2.150 4.388 1.652
O -3.145 3.703 0.888
H -1.748 3.690 2.382
H -1.339 4.738 1.005
H -2.580 5.242 2.177
H -3.502 4.336 0.254
C 7.331 -5.511 2.677
O 8.477 -4.821 2.185
H 6.743 -5.810 1.812
H 7.614 -6.404 3.236
H 6.721 -4.865 3.314
H 9.013 -4.550 2.934
C -0.146 1.393 3.851
O -0.933 2.490 4.289
H 0.225 1.644 2.859
H 0.707 1.221 4.512
H -0.738 0.474 3.787
H -1.269 2.285 5.165
C -0.038 7.785 2.376
O -1.415 7.696 2.752
H 0.241 6.818 1.963
H 0.119 8.553 1.620
H 0.594 8.000 3.237
H -1.669 8.546 3.120
C 3.694 8.555 1.796
O 2.549 9.348 2.092
H 3.368 7.518 1.772
H 4.119 8.812 0.822
H 4.465 8.663 2.562
H 2.826 10.267 2.116
C -7.356 -1.408 -0.949
O -6.736 -0.362 -1.685
H -7.562 -2.217 -1.647
H -6.702 -1.784 -0.156
H -8.300 -1.082 -0.506
H -6.553 0.363 -1.075
*
```

LUMO = -2.681 eV
Strongest force on any atom = 1.3 eV Å⁻¹



Molecular formula: C4H16N2O2
Method: DFT, wB97M-V/def2-TZVPD

Structure (ORCA input):
```
! RIJCOSX wB97M-V def2-TZVPD def2/J DEFGRID3
* xyz 0 1
C -0.024 -1.418 -2.775
N 0.041 -1.463 -1.300
C 0.428 -2.686 -0.758
C -1.332 -1.009 -0.943
C -1.387 0.534 -0.753
N -0.701 0.973 0.481
H -0.581 -0.478 -3.086
H 1.069 -1.504 -3.169
H -0.652 -2.156 -3.167
H 0.309 -2.974 0.308
H 1.565 -2.894 -0.848
H 0.081 -3.633 -1.358
H -2.149 -1.431 -1.528
H -1.778 -1.510 -0.007
H -0.915 0.985 -1.630
H -2.517 0.897 -0.843
H -0.923 0.447 1.230
H 0.336 1.100 0.288
O -0.265 1.880 4.005
H -0.546 0.973 4.477
H -0.584 1.889 3.074
O 2.669 2.671 1.166
H 3.024 1.824 1.419
H 3.541 2.960 0.582
*
```

Structure (SMILES) = CN(C)CCN.O.O
LUMO = 0.640 eV
Energy relative to the best compared isomer or geometry (same formula, charge and spin) = 69.65 kcal/mol
Strongest force on any atom = 5.7 eV Å⁻¹



Molecular formula: C37H41N6ReSb
Method: DFT, wB97M-V/def2-TZVPD

Structure (ORCA input):
```
! RIJCOSX wB97M-V def2-TZVPD def2/J DEFGRID3
* xyz 2 4
Re -0.419 -0.177 0.081
C -0.149 -2.347 3.944
C 0.164 -1.572 2.825
N -0.674 -1.397 1.815
C -1.921 -1.986 1.864
C -2.312 -2.761 2.972
C -1.378 -2.942 4.015
C -3.624 -3.287 3.022
C -4.498 -2.990 2.019
C -4.112 -2.203 0.914
C -2.824 -1.723 0.792
N -2.285 -0.924 -0.221
C -2.890 -0.596 -1.440
C -3.976 -1.183 -2.054
C -4.457 -0.710 -3.292
C -3.868 0.341 -3.931
C -2.713 0.931 -3.367
C -2.029 2.009 -3.967
C -0.898 2.512 -3.384
C -0.410 1.916 -2.219
N -1.029 0.910 -1.615
C -2.210 0.431 -2.153
H 0.580 -2.452 4.734
H 1.115 -1.072 2.751
H -1.656 -3.538 4.874
H -3.922 -3.889 3.869
H -5.515 -3.352 2.064
H -4.864 -1.956 0.189
H -4.468 -2.032 -1.616
H -5.319 -1.194 -3.730
H -4.255 0.719 -4.866
H -2.409 2.427 -4.890
H -0.359 3.341 -3.818
H 0.529 2.219 -1.777
C 2.933 1.523 -3.102
N 2.676 1.483 -1.667
C 3.069 2.745 -1.033
C 3.257 0.372 -0.986
C 4.457 -0.199 -1.409
C 5.054 -1.232 -0.707
C 4.458 -1.701 0.456
C 3.277 -1.129 0.896
C 2.656 -0.097 0.190
N 1.427 0.477 0.667
C 1.463 1.220 1.856
C 2.621 1.541 2.571
C 2.533 2.219 3.777
C 1.303 2.597 4.295
C 0.150 2.336 3.568
C 0.236 1.666 2.362
N -0.927 1.507 1.468
C -1.072 2.807 0.744
C -2.195 1.283 2.212
H 3.956 1.825 -3.358
H 2.259 2.247 -3.565
H 2.740 0.546 -3.543
H 4.155 2.895 -1.053
H 2.737 2.761 0.006
H 2.606 3.579 -1.564
H 4.936 0.178 -2.303
H 5.986 -1.654 -1.054
H 4.918 -2.496 1.027
H 2.840 -1.480 1.820
H 3.588 1.253 2.188
H 3.440 2.451 4.318
H 1.240 3.110 5.244
H -0.804 2.671 3.950
H -1.253 3.596 1.475
H -1.911 2.751 0.052
H -0.148 3.028 0.214
H -2.488 2.190 2.741
H -2.070 0.481 2.933
H -2.978 1.029 1.501
C 2.201 -2.777 -2.291
Sb 0.456 -2.481 -1.143
C -1.040 -3.357 -2.361
C 0.730 -3.990 0.317
H 2.203 -3.828 -2.575
H 3.075 -2.552 -1.684
H 2.205 -2.159 -3.184
H -0.628 -4.246 -2.834
H -1.372 -2.659 -3.126
H -1.887 -3.638 -1.738
H 1.022 -4.904 -0.197
H -0.192 -4.166 0.866
H 1.522 -3.700 1.005
*
```

LUMO (spin up / spin down) = -5.696 / -6.914 eV
Energy relative to the best compared isomer or geometry (same formula, charge and spin) = 0.00 kcal/mol
Strongest force on any atom = 0.6 eV Å⁻¹



Molecular formula: C3H8S2
Method: DFT, wB97M-V/def2-TZVPD

Structure (ORCA input):
```
! RIJCOSX wB97M-V def2-TZVPD def2/J DEFGRID3
* xyz 0 1
C 2.104 -0.869 -0.350
C -0.036 0.729 -0.556
C -1.416 0.767 0.233
H 3.122 -0.687 0.735
H 2.038 0.178 -1.242
H 1.805 -2.266 -0.627
H -0.096 0.142 -1.399
H 0.420 1.816 -0.393
H -2.278 1.568 0.014
H -1.508 0.699 1.390
H -2.599 -1.292 1.588
S 0.890 -0.071 0.669
S -2.448 -0.716 -0.062
*
```

LUMO = 0.061 eV
Energy relative to the best compared isomer or geometry (same formula, charge and spin) = 176.18 kcal/mol
Strongest force on any atom = 6.9 eV Å⁻¹



Molecular formula: C4H8N2O
Method: DFT, wB97M-V/def2-TZVPD

Structure (ORCA input):
```
! RIJCOSX wB97M-V def2-TZVPD def2/J DEFGRID3
* xyz 0 1
O 2.808 -0.398 -0.122
C 1.598 -0.262 -0.151
N 0.718 -1.346 -0.098
C -0.687 -1.097 -0.359
C -1.165 0.085 0.485
C -0.391 1.311 0.011
N 1.001 0.971 -0.259
H 0.911 -1.941 0.694
H -0.783 -0.879 -1.432
H -1.249 -2.017 -0.178
H -0.952 -0.119 1.543
H -2.242 0.267 0.398
H -0.434 2.116 0.755
H -0.857 1.687 -0.909
H 1.672 1.722 -0.321
*
```

Structure (SMILES) = O=C1NCCCN1
LUMO = 0.830 eV
Energy relative to the best compared isomer or geometry (same formula, charge and spin) = 6.44 kcal/mol
Strongest force on any atom = 0.3 eV Å⁻¹



Molecular formula: C6H16NO
Method: DFT, wB97M-V/def2-TZVPD

Structure (ORCA input):
```
! RIJCOSX wB97M-V def2-TZVPD def2/J DEFGRID3
* xyz 2 2
C -0.278 2.762 -0.273
C -0.200 1.291 0.026
C 0.633 0.456 -1.008
C -0.237 -0.620 -1.584
C -0.318 -1.917 -1.068
C -0.827 -3.028 -1.831
N 0.397 1.116 1.416
H -1.153 2.968 -0.900
H -0.476 3.417 0.580
H 0.512 3.304 -0.788
H -1.198 0.892 0.065
H 1.472 -0.059 -0.547
H 1.054 1.138 -1.739
H -0.641 -0.412 -2.560
H 0.071 -2.098 -0.065
H -0.129 -3.440 -2.582
H -1.583 -2.641 -2.531
H -1.133 -3.894 -1.257
H 0.618 0.147 1.673
H -0.229 1.451 2.149
H 1.215 1.694 1.497
H 0.290 -1.396 3.956
H 1.454 -0.438 3.949
O 0.686 -0.692 3.424
*
```

LUMO (spin up / spin down) = -8.353 / -11.826 eV
Energy relative to the best compared isomer or geometry (same formula, charge and spin) = 14.87 kcal/mol
Strongest force on any atom = 2.1 eV Å⁻¹